9 unconnected molecules or ions with the total composition H18O9, computed with the ωB97M-V functional and the def2-TZVPD basis.

HOMO in eV: -9.97
SMILES string: O.O.O.O.O.O.O.O.O

CARTESIAN COORDINATES (ANGSTROEM)
O: -1.85407 8.01438 -18.83312
O: 4.38190 5.98293 -16.44618
O: 2.26323 4.14570 -20.56699
O: 0.85084 7.58650 -17.33530
O: 2.85074 6.40453 -14.06193
O: 0.55034 5.34773 -15.67616
O: -2.37011 8.64629 -15.89361
O: 2.66531 6.78270 -19.44948
O: 0.86823 8.71233 -14.15661
H: 2.09644 7.13356 -20.14508
H: 3.50682 7.23307 -19.58475
H: 1.21852 6.94495 -17.96449
H: -0.34125 5.21054 -15.33952
H: 2.41175 6.47420 -13.20964
H: 3.21231 4.09352 -20.42444
H: 2.12976 6.28473 -14.69100
H: 1.00442 8.37082 -15.04701
H: 0.15388 8.03998 -17.82826
H: 0.47003 6.13706 -16.24447
H: 3.94115 6.29591 -17.24212
H: -2.11786 8.77617 -19.36127
H: 1.99839 4.93831 -20.08874
H: 4.20435 5.03749 -16.42038
H: -2.68714 9.36210 -16.45033
H: -1.67556 8.23161 -16.41215
H: 0.14920 8.18540 -13.79556
H: -1.49571 7.38832 -19.47199

Cartesian forces (eV/Å) of the 6 atoms listed first:
O 0.36 0.07 -0.09
O 0.12 0.03 -0.36
O -0.21 -0.10 -0.13
O -0.23 -0.18 -0.15
O 0.16 -0.12 0.19
O -0.20 0.30 -0.20